This record from OMol25 describes the ion C5H14N3 with charge +1. The level of theory is ωB97M-V/def2-TZVPD.

```
22
C5H14N3, DFT ωB97M-V/def2-TZVPD
C -0.159 -2.584 -1.588
C 0.585 -1.173 -1.352
N 0.989 -0.479 -2.718
C -0.416 -0.351 -0.524
C 0.341 0.120 0.836
N -0.674 0.375 1.934
C -0.936 1.585 2.338
N -0.114 2.696 2.113
H -1.170 -2.543 -1.988
H -0.245 -3.024 -0.625
H 0.577 -3.242 -2.175
H 1.585 -1.560 -0.779
H 0.765 -1.115 -3.468
H 0.554 0.430 -2.897
H 2.026 -0.395 -2.694
H -0.914 0.466 -0.995
H -1.219 -1.095 -0.386
H 0.881 0.999 0.621
H 1.002 -0.658 1.229
H -1.840 1.758 2.926
H 0.701 2.685 1.549
H -0.588 3.564 2.117
```

Computed properties:
* HOMO: -11.956 eV
* total charge: +1
* HOMO-LUMO gap: 8.32 eV

This record from OMol25 describes a cluster of 15 separate species, C33H31Cl42IO4 in total. The level of theory is ωB97M-V/def2-TZVPD.

```
111
C33H31Cl42IO4, DFT ωB97M-V/def2-TZVPD
O -2.297 -5.816 2.987
C -1.742 -4.907 2.307
I -1.236 -5.310 0.232
C -1.494 -3.509 3.073
C -0.340 -2.595 2.435
C -0.913 -1.096 2.751
O 0.280 -0.339 3.096
C 1.021 -1.221 3.985
O 1.443 -0.996 5.140
C 1.128 -2.563 3.075
C 1.739 -3.874 3.762
O 0.955 -4.350 4.878
C 0.952 -5.765 4.994
C 0.663 -6.794 3.879
C 0.661 -8.327 4.080
C 0.921 -8.918 5.501
C 1.192 -7.905 6.640
C 1.225 -6.348 6.429
C 2.259 -2.230 1.956
C 2.152 -2.742 0.472
C 3.277 -2.424 -0.557
C 4.533 -1.608 -0.114
C 4.677 -1.054 1.349
C 3.533 -1.386 2.332
H -1.398 -3.684 4.202
H -2.483 -2.917 2.941
H -0.419 -2.605 1.285
H -1.536 -1.036 3.724
H -1.642 -0.689 1.958
H 2.776 -3.568 4.179
H 1.943 -4.634 2.939
H 0.453 -6.396 2.824
H 0.442 -8.991 3.166
H 0.897 -10.052 5.608
H 1.360 -8.304 7.701
H 1.438 -5.647 7.296
H 1.211 -3.351 0.199
H 3.188 -2.811 -1.624
H 5.366 -1.405 -0.863
H 5.606 -0.444 1.628
H 3.610 -1.000 3.405
C -3.853 1.650 2.685
Cl -5.377 2.238 2.005
Cl -4.127 0.192 3.647
Cl -2.675 1.336 1.404
H -3.448 2.422 3.337
C 2.836 -3.890 -4.620
Cl 2.115 -4.952 -3.402
Cl 1.641 -2.735 -5.224
Cl 4.228 -3.028 -3.951
H 3.177 -4.504 -5.452
C -0.013 4.608 0.348
Cl 0.034 3.197 -0.719
Cl 0.194 6.099 -0.584
Cl -1.529 4.647 1.258
H 0.809 4.529 1.056
C -2.388 4.748 -2.668
Cl -2.445 3.372 -3.779
Cl -2.165 6.260 -3.559
Cl -3.857 4.815 -1.683
H -1.536 4.614 -2.002
C -2.708 -1.010 7.073
Cl -1.097 -0.758 6.388
Cl -3.739 0.394 6.765
Cl -3.440 -2.477 6.405
H -2.612 -1.135 8.150
C 4.125 7.164 0.715
Cl 4.913 6.736 -0.809
Cl 2.957 5.919 1.181
Cl 5.327 7.399 1.993
H 3.589 8.100 0.573
C -3.303 0.971 -7.041
Cl -2.903 2.041 -8.391
Cl -5.022 0.556 -7.064
Cl -2.307 -0.491 -7.094
H -3.090 1.496 -6.112
C -6.629 5.332 -4.135
Cl -8.318 5.803 -4.381
Cl -6.239 3.899 -5.096
Cl -5.545 6.669 -4.542
H -6.492 5.088 -3.083
C 5.077 10.438 4.139
Cl 6.293 11.366 3.250
Cl 5.449 10.421 5.869
Cl 3.459 11.098 3.857
H 5.095 9.413 3.775
C -1.124 -4.875 9.511
Cl -1.917 -4.439 11.032
Cl -1.027 -3.472 8.436
Cl 0.488 -5.537 9.822
H -1.721 -5.642 9.021
C 0.900 -0.136 -8.913
Cl 1.509 1.504 -8.652
Cl 1.493 -0.783 -10.450
Cl 1.367 -1.194 -7.572
H -0.187 -0.096 -8.955
C 4.198 -2.624 -12.366
Cl 4.991 -2.130 -10.864
Cl 4.637 -1.534 -13.689
Cl 4.616 -4.294 -12.771
H 3.121 -2.567 -12.219
C -2.347 8.469 2.915
Cl -1.794 10.133 3.152
Cl -1.664 7.791 1.431
Cl -1.919 7.467 4.310
H -3.431 8.479 2.820
C -4.078 0.929 -12.398
Cl -4.822 1.345 -10.848
Cl -3.978 2.353 -13.443
Cl -2.472 0.227 -12.148
H -4.704 0.186 -12.890
```

Computed properties:
* HOMO: -8.515 eV
* total charge: 0
* HOMO-LUMO gap: 8.38 eV

This record from OMol25 describes a structure of composition C14H20CrO15. The level of theory is ωB97M-V/def2-TZVPD.

```
50
C14H20CrO15, DFT ωB97M-V/def2-TZVPD
Cr -0.793 0.423 -0.709
O -1.319 -2.547 -3.306
C -1.310 -1.535 -2.397
O -0.874 -1.773 -1.234
O -1.710 -0.385 -2.676
H -0.928 -3.233 -2.729
O -0.374 4.351 -0.521
C -0.626 3.050 -0.545
O -0.226 2.245 0.352
O -1.296 2.540 -1.480
H -0.845 4.705 -1.290
C -4.902 -3.705 -0.190
C -5.434 -2.291 -0.420
C -5.854 -1.614 0.897
O -4.910 -0.579 1.100
C -4.001 -0.589 0.146
O -2.991 0.038 0.080
O -4.338 -1.442 -0.844
H -5.716 -4.326 0.200
H -4.236 -3.706 0.677
H -4.439 -4.077 -1.097
H -6.146 -2.254 -1.240
H -5.674 -2.335 1.694
H -6.905 -1.340 0.844
C 2.055 0.089 5.135
C 1.710 0.644 3.754
C 2.624 0.094 2.635
O 1.745 -0.541 1.728
C 0.473 -0.244 2.070
O -0.456 -0.359 1.342
O 0.425 0.223 3.330
H 2.885 0.664 5.545
H 2.173 -0.990 5.179
H 1.215 0.361 5.782
H 1.787 1.730 3.790
H 3.339 -0.645 2.995
H 3.113 0.943 2.152
C 5.135 2.508 -1.851
C 4.023 1.918 -2.681
C 4.222 0.455 -3.149
O 3.168 -0.254 -2.535
C 2.397 0.564 -1.850
O 1.344 0.313 -1.337
O 2.889 1.800 -1.784
H 4.881 3.439 -1.347
H 6.022 2.703 -2.464
H 5.517 1.862 -1.055
H 3.810 2.601 -3.501
H 5.220 0.061 -2.961
H 4.134 0.440 -4.237
```

Computed properties:
* HOMO (alpha / beta): -7.108 / -8.636 eV
* total charge: 0
* expectation value of S²: 6.006
* multiplicity: 5
* HOMO-LUMO gap (alpha / beta): 7.59 / 9.12 eV

This record from OMol25 describes a structure of composition C10H11BCl3F4N2O2RuS. The level of theory is ωB97M-V/def2-TZVPD.

```
35
C10H11BCl3F4N2O2RuS, DFT ωB97M-V/def2-TZVPD
Ru 0.365 0.923 0.340
O 0.085 -0.597 1.622
N 0.775 -1.717 1.377
C 0.537 -2.758 2.203
C 1.202 -3.940 2.035
C 2.127 -4.054 0.994
C 2.348 -2.980 0.167
C 1.658 -1.780 0.365
S 1.866 -0.365 -0.633
H -0.195 -2.550 2.968
H 0.998 -4.760 2.708
H 2.665 -4.979 0.838
H 3.054 -3.028 -0.650
C -1.125 -1.002 -2.471
C -1.606 -0.735 -1.054
C -3.126 -0.758 -0.976
O -1.196 0.552 -0.626
H -1.442 -1.995 -2.797
H -0.040 -0.947 -2.544
H -1.558 -0.263 -3.148
H -1.214 -1.499 -0.369
H -3.540 -0.010 -1.654
H -3.457 -0.530 0.036
H -3.512 -1.738 -1.262
F 0.828 4.041 2.472
B 0.261 2.797 2.512
F -0.670 2.660 1.398
F 1.279 1.785 2.185
F -0.341 2.471 3.686
Cl 1.049 6.044 -0.457
C 0.478 5.005 -1.759
Cl -1.197 5.376 -2.174
Cl 1.515 5.151 -3.187
C 0.539 3.621 -1.282
N 0.594 2.561 -0.866
```

Computed properties:
* HOMO (alpha / beta): -8.348 / -8.297 eV
* total charge: 0
* expectation value of S²: 0.756
* multiplicity: 2
* HOMO-LUMO gap (alpha / beta): 8.17 / 7.37 eV

This record from OMol25 describes a structure of composition C12H28F6N4NaO4P. The level of theory is ωB97M-V/def2-TZVPD.

```
56
C12H28F6N4NaO4P, DFT ωB97M-V/def2-TZVPD
Na 9.739 9.748 10.508
P 11.554 9.497 7.591
F 11.986 10.856 6.878
F 11.478 10.333 9.014
F 10.010 9.855 7.397
F 11.121 8.252 8.470
F 11.430 8.685 6.184
F 13.151 9.190 7.764
C 9.230 9.344 13.833
O 8.742 9.548 12.687
N 10.306 8.568 14.212
C 10.545 8.472 15.662
C 10.771 7.463 13.347
H 8.706 9.708 14.717
H 11.671 8.390 15.678
H 10.193 7.539 16.196
H 10.072 9.330 16.127
H 11.880 7.223 13.475
H 10.210 6.594 13.546
H 10.754 7.764 12.313
C 12.980 9.671 11.146
O 11.884 9.730 11.754
N 13.704 10.808 10.923
C 14.734 10.710 9.888
C 13.222 12.134 11.414
H 13.341 8.755 10.674
H 14.293 10.854 8.923
H 15.104 9.680 9.944
H 15.604 11.296 10.130
H 12.218 12.429 11.034
H 13.318 12.196 12.515
H 13.850 12.929 11.066
C 8.070 6.279 10.434
O 8.942 7.193 10.457
N 6.780 6.333 10.784
C 5.902 5.163 10.792
C 6.104 7.569 11.140
H 8.381 5.303 10.067
H 5.524 5.075 11.850
H 6.465 4.253 10.450
H 5.113 5.247 10.039
H 6.735 8.219 11.823
H 5.752 8.156 10.279
H 5.251 7.246 11.701
C 7.522 9.496 8.662
O 7.884 10.083 9.656
N 6.799 10.044 7.655
C 6.688 9.337 6.421
C 6.270 11.381 7.828
H 7.800 8.425 8.569
H 5.693 8.919 6.358
H 7.499 8.579 6.271
H 6.737 10.078 5.638
H 5.218 11.375 7.819
H 6.532 11.738 8.855
H 6.649 12.021 7.004
```

Computed properties:
* HOMO: -9.104 eV
* total charge: 0
* HOMO-LUMO gap: 9.28 eV

This record from OMol25 describes a cluster of 10 separate species, C18H56O15 in total. The level of theory is ωB97M-V/def2-TZVPD.

```
89
C18H56O15, DFT ωB97M-V/def2-TZVPD
O 8.799 2.454 17.702
C 8.923 1.045 17.747
C 8.682 0.463 19.150
O 7.407 0.720 19.691
H 7.867 2.641 17.838
H 8.238 0.584 17.035
H 9.931 0.795 17.417
H 9.424 0.900 19.819
H 8.868 -0.607 19.061
H 7.279 0.246 20.516
O 11.158 3.261 18.698
C 11.603 4.414 18.062
C 11.208 4.328 16.596
O 9.807 4.639 16.556
H 10.441 2.841 18.217
H 11.304 5.323 18.583
H 12.693 4.416 18.091
H 11.464 3.384 16.114
H 11.690 5.150 16.068
H 9.328 3.831 16.755
O 8.662 4.042 22.459
C 8.636 3.806 21.056
C 8.613 5.126 20.251
O 9.491 6.090 20.790
H 8.123 3.378 22.895
H 9.523 3.222 20.810
H 7.698 3.301 20.824
H 7.641 5.612 20.333
H 8.885 4.989 19.204
H 9.634 6.778 20.137
O 14.218 8.721 18.413
C 13.895 7.844 19.484
C 14.293 8.489 20.808
O 15.751 8.632 20.875
H 15.161 8.898 18.389
H 12.825 7.673 19.366
H 14.430 6.909 19.317
H 14.013 7.727 21.536
H 13.791 9.434 21.013
H 16.208 7.878 21.255
O 15.055 9.598 13.643
C 14.101 8.588 13.721
C 13.882 8.034 15.167
O 12.967 8.856 15.853
H 15.540 9.441 12.830
H 13.127 8.940 13.382
H 14.362 7.775 13.044
H 14.759 7.884 15.797
H 13.357 7.080 15.114
H 13.283 8.888 16.759
C 12.129 -0.721 15.509
C 10.949 -0.242 14.625
O 11.031 1.138 14.515
H 12.301 -0.275 16.489
H 13.042 -0.440 14.983
H 12.122 -1.787 15.738
H 9.939 -0.422 14.992
H 11.105 -0.698 13.647
H 10.136 1.465 14.398
C 7.169 5.356 13.624
C 6.251 4.426 14.463
O 6.061 3.247 13.706
H 7.182 6.334 14.106
H 6.724 5.486 12.638
H 8.174 4.959 13.479
H 5.309 4.842 14.821
H 6.785 4.147 15.372
H 5.202 2.874 13.918
C 14.733 1.666 20.180
C 14.141 0.861 19.073
O 12.744 0.841 19.190
H 14.651 1.240 21.180
H 14.448 2.717 20.239
H 15.805 1.730 19.995
H 14.536 -0.154 19.114
H 14.474 1.343 18.153
H 12.407 1.739 19.159
C 10.379 7.027 13.396
O 11.226 6.966 12.315
H 10.305 6.017 13.801
H 10.725 7.730 14.153
H 9.432 7.376 12.984
H 11.307 7.833 11.911
C 9.134 8.104 16.892
O 9.272 7.026 17.764
H 8.725 8.962 17.426
H 10.109 8.362 16.477
H 8.512 7.939 16.013
H 9.465 6.219 17.282
```

Computed properties:
* HOMO: -9.445 eV
* total charge: 0
* HOMO-LUMO gap: 9.64 eV

This record from OMol25 describes a structure of composition C18H16N5O5SeYb. The level of theory is ωB97M-V/def2-TZVPD.

```
46
C18H16N5O5SeYb, DFT ωB97M-V/def2-TZVPD
Yb -0.715 0.463 1.066
O 1.392 0.012 1.018
C 2.032 1.235 1.367
C 1.278 2.430 0.764
N -0.086 2.528 1.237
C -1.075 3.091 0.316
C -2.523 2.541 0.582
O -3.440 3.373 0.268
O -2.644 1.355 1.005
C -0.281 2.909 2.644
C -0.159 1.674 3.576
O 0.493 1.895 4.653
O -0.661 0.591 3.168
H 1.589 -0.641 1.738
H 3.046 1.202 0.955
H 2.130 1.310 2.453
H 1.276 2.279 -0.323
H 1.826 3.360 0.954
H -0.850 2.802 -0.718
H -1.064 4.186 0.364
H -1.281 3.322 2.823
H 0.434 3.690 2.933
Se 0.979 -4.750 -4.416
N 0.425 -3.046 -4.379
C 0.278 -2.595 -3.120
C -0.142 -1.300 -2.794
C -0.444 -0.372 -3.808
C -0.862 0.914 -3.484
C -0.979 1.276 -2.149
N -0.688 0.379 -1.174
C -0.267 -0.917 -1.425
C 0.054 -1.906 -0.386
N -0.023 -1.666 0.977
C 0.278 -2.593 1.920
C 0.691 -3.863 1.540
C 0.791 -4.171 0.187
C 0.478 -3.208 -0.788
C 0.578 -3.517 -2.150
N 0.967 -4.715 -2.624
H -0.357 -0.639 -4.854
H -1.093 1.627 -4.265
H -1.303 2.273 -1.883
H 0.196 -2.340 2.969
H 0.932 -4.606 2.289
H 1.114 -5.166 -0.093
H -2.319 -0.702 1.066
```

Computed properties:
* HOMO (alpha / beta): -6.718 / -6.805 eV
* total charge: 0
* expectation value of S²: 0.752
* multiplicity: 2
* HOMO-LUMO gap (alpha / beta): 4.89 / 4.97 eV

This record from OMol25 describes an isolated molecule of C6H13N. The level of theory is ωB97M-V/def2-TZVPD.

```
20
C6H13N, DFT ωB97M-V/def2-TZVPD
C -1.345 2.113 2.445
C -1.611 1.227 1.236
C -0.585 0.973 0.402
C -0.797 0.009 -0.748
C 0.593 -0.357 -1.435
C 0.981 -1.741 -0.979
N 2.427 -1.939 -0.975
H -0.976 1.553 3.303
H -0.565 2.856 2.258
H -2.260 2.674 2.640
H -2.528 0.670 1.156
H 0.341 1.518 0.466
H -1.562 0.364 -1.450
H -1.248 -0.919 -0.406
H 1.342 0.370 -1.115
H 0.432 -0.189 -2.493
H 0.531 -1.945 -0.006
H 0.556 -2.536 -1.604
H 2.979 -1.124 -1.083
H 2.858 -2.700 -0.472
```

Computed properties:
* HOMO: -8.576 eV
* total charge: 0
* HOMO-LUMO gap: 9.80 eV

This record from OMol25 describes a cluster of 2 separate species, C3H12OSi2 in total. The level of theory is ωB97M-V/def2-TZVPD.

```
18
C3H12OSi2, DFT ωB97M-V/def2-TZVPD
C 2.276 -1.065 0.405
C 0.178 2.059 -0.330
C 0.811 -1.014 0.039
O -2.085 0.121 -0.966
Si -2.679 -0.282 0.415
Si 0.342 0.398 -1.143
H 3.134 -1.259 -0.335
H 2.683 -0.225 0.979
H 2.611 -1.919 1.092
H 1.017 2.707 -0.168
H -0.574 2.806 -0.702
H -0.183 1.788 0.729
H 0.027 -1.016 0.812
H 0.605 -2.001 -0.598
H -2.307 0.793 1.230
H -4.082 -0.401 0.129
H -2.437 -1.582 0.919
H 0.663 0.093 -2.505
```

Computed properties:
* HOMO: -9.260 eV
* total charge: 0
* HOMO-LUMO gap: 9.11 eV

This record from OMol25 describes an isolated molecule of C9H12O. The level of theory is ωB97M-V/def2-TZVPD.

```
22
C9H12O, DFT ωB97M-V/def2-TZVPD
C -2.576 1.466 1.082
C -1.322 0.778 0.566
C -0.195 0.787 1.331
C 1.108 0.204 1.150
C 1.653 -0.410 0.128
C 2.933 -1.171 0.153
C 0.701 -0.306 -1.272
C -0.845 -0.689 -1.376
O -1.119 -1.549 -2.299
C -1.647 -0.162 -0.466
H -3.055 1.092 2.009
H -3.383 1.460 0.338
H -2.348 2.542 1.173
H -0.168 1.471 2.221
H 1.731 0.211 1.987
H 3.283 -1.338 1.099
H 3.835 -0.550 -0.248
H 2.878 -2.066 -0.339
H 0.725 0.750 -1.285
H 1.107 -0.637 -2.223
H -0.614 -1.666 -3.071
H -2.682 -0.215 -0.660
```

Computed properties:
* HOMO: -7.439 eV
* total charge: 0
* HOMO-LUMO gap: 8.12 eV

This record from OMol25 describes an isolated molecule of C3H8S. The level of theory is ωB97M-V/def2-TZVPD.

```
12
C3H8S, DFT ωB97M-V/def2-TZVPD
C 1.134 -0.816 -0.287
C -0.230 -1.008 0.334
S -1.536 0.038 -0.447
C -0.814 1.600 -0.119
H 1.590 -1.878 -0.414
H 1.785 -0.364 0.520
H 1.084 -0.284 -1.225
H -0.163 -0.906 1.370
H -0.826 -1.925 0.227
H 0.268 1.335 -0.361
H -1.231 2.508 -0.562
H -1.060 1.701 0.964
```

Computed properties:
* HOMO: -8.339 eV
* total charge: 0
* HOMO-LUMO gap: 9.42 eV

The records above yield F_max values of 3.38 6.17 3.25 1.03 3.42 2.36 5.71 2.88 5.73 5.88 3.34 eV Å⁻¹, respectively.